A structure of composition C41H50Br3F3N3NaO2S in a non-equilibrium geometry, computed with ωB97M-V with the def2-TZVPD basis set.

Properties
ΔE to the lowest compared entry with this formula, charge and spin, kJ/mol: 34.26
Highest occupied orbital energy, eV: -2.3
Calculated total energy, eV: -285428.928
Strongest force on any atom, eV Å⁻¹: 1.27
Kohn-Sham gap, eV: 6.0
Spin multiplicity: 1
E_LUMO, Eh: 0.13781
Total charge: -2

Cartesian coordinates (Å):
Na -0.3304 -0.9088 0.0773
Br -2.6552 -4.8397 0.4721
C -0.9798 -4.1582 -0.1676
Br 0.2206 -5.6092 -0.5639
H -0.5489 -3.5209 0.6083
H -1.1551 -3.5957 -1.0769
C -1.0084 2.8134 -6.4787
C -2.2642 2.2054 -5.8371
C -3.1511 3.3621 -5.3670
C -3.0351 1.4138 -6.9067
C -1.8882 1.2668 -4.6925
C -2.5441 1.2707 -3.4679
C -2.1948 0.3496 -2.5050
Br -3.1538 0.3712 -0.8518
C -1.2083 -0.6667 -2.6466
O -1.0372 -1.5267 -1.7150
C -0.5136 -0.6299 -3.9066
C -0.8964 0.2997 -4.8626
C 0.5556 -1.6627 -4.3051
C 1.5236 -1.0770 -5.3508
C -0.1715 -2.8708 -4.9194
C 1.4278 -2.1534 -3.1428
H -1.2880 3.5524 -7.2364
H -0.3957 2.0536 -6.9652
H -0.3976 3.3062 -5.7202
H -3.3804 4.0197 -6.2099
H -2.6464 3.9481 -4.5961
H -4.0942 2.9994 -4.9565
H -3.2790 2.0473 -7.7674
H -3.9640 1.0231 -6.4864
H -2.4445 0.5656 -7.2575
H -3.3353 1.9727 -3.2454
H -0.3886 0.2655 -5.8201
H 1.0802 -1.0308 -6.3495
H 2.4146 -1.7054 -5.4118
H 1.8396 -0.0741 -5.0580
H -0.8321 -2.5567 -5.7320
H -0.7772 -3.3649 -4.1566
H 0.5480 -3.5984 -5.3104
H 1.9675 -1.3245 -2.6821
H 2.1591 -2.8795 -3.5119
H 0.8345 -2.6295 -2.3727
C 5.2408 2.0565 -2.2373
C 5.5457 1.5226 -0.8382
N 4.5173 1.8819 0.1130
C 4.6617 3.1677 0.7740
C 5.3597 3.0458 2.1294
C 3.5164 1.0108 0.5066
S 3.4235 -0.5496 -0.1190
N 2.7131 1.5367 1.4427
C 1.4139 1.2620 1.5907
O 0.6332 0.7366 0.7805
C 0.8457 1.7873 2.8900
C -0.4066 1.3477 3.3068
C -0.9589 1.8193 4.4887
C -0.2678 2.7442 5.2596
C 0.9804 3.1929 4.8455
C 1.5361 2.7140 3.6683
H 5.9857 1.7038 -2.9550
H 5.2287 3.1496 -2.2530
H 4.2607 1.6959 -2.5510
H 6.5083 1.9133 -0.4860
H 5.5943 0.4373 -0.8729
H 3.6757 3.6109 0.9071
H 5.2415 3.8178 0.1128
H 4.7425 2.4390 2.7903
H 5.5091 4.0311 2.5796
H 6.3302 2.5581 2.0115
H -0.9364 0.6288 2.6945
H -1.9362 1.4690 4.8005
H -0.7005 3.1196 6.1805
H 1.5154 3.9234 5.4425
H 2.5057 3.0492 3.3252
F -7.1417 1.2160 6.2455
C -7.3453 0.2517 5.3052
F -7.8976 -0.7902 5.9901
F -8.3158 0.7192 4.4915
C -6.1061 -0.1286 4.5876
C -6.0398 -0.0998 3.1963
C -4.8901 -0.5064 2.5513
C -3.7651 -0.9566 3.2678
C -3.8553 -0.9668 4.6730
C -5.0036 -0.5632 5.3202
C -2.5981 -1.3858 2.5904
C -1.5968 -1.7762 1.9864
H -6.8917 0.2472 2.6271
H -4.8368 -0.4919 1.4712
H -3.0014 -1.3060 5.2454
H -5.0583 -0.5745 6.4027
C 3.6916 -2.8682 3.9654
C 2.1994 -3.0942 3.6893
C 1.7401 -4.4423 4.2599
C 1.3807 -1.9484 4.2907
C 2.0050 -3.1375 2.2333
N 1.8428 -3.2189 1.0978
H 3.8685 -2.8633 5.0431
H 4.0058 -1.9102 3.5501
H 4.3001 -3.6538 3.5130
H 1.9456 -4.4793 5.3322
H 2.2604 -5.2712 3.7766
H 0.6684 -4.5741 4.1064
H 1.3949 -2.0141 5.3824
H 0.3503 -1.9719 3.9406
H 1.7988 -0.9866 3.9917

=====

A structure of composition C31H34AsNO8Rb in a non-equilibrium geometry, computed with ωB97M-V with the def2-TZVPD basis set.

Properties
ΔE to the lowest compared entry with this formula, charge and spin, kJ/mol: 26.98
Highest occupied orbital energy, eV: -11.4
Calculated total energy, eV: -112058.140
Strongest force on any atom, eV Å⁻¹: 1.40
Kohn-Sham gap, eV: 8.7
Spin multiplicity: 1
E_LUMO, Eh: -0.10004
Total charge: +1

Cartesian coordinates (Å):
Rb 0.4760 0.9210 0.7832
O 1.4203 -0.3127 6.6945
C 1.3180 0.2028 5.4583
O 1.5760 -0.4027 4.4564
C 0.8125 1.6272 5.4939
C 0.7292 2.3364 6.6870
C 0.3025 3.6504 6.6359
C -0.0366 4.1922 5.4078
C 0.0597 3.3917 4.2779
N 0.4870 2.1345 4.3146
C -0.2866 3.8751 2.8835
O -0.9003 5.0569 2.7553
O -0.0323 3.2207 1.9128
H 1.7608 -1.2165 6.5977
H 1.0020 1.8689 7.6211
H 0.2389 4.2471 7.5360
H -0.3510 5.2278 5.3600
H -1.0986 5.4502 3.6128
C -1.0816 -1.9673 3.0158
O -0.6025 -1.4564 1.7838
C 0.2401 -2.3719 1.0911
C 1.7096 -2.1890 1.4136
O 2.2242 -1.1446 0.5881
C 3.6033 -0.8404 0.7754
C 3.8140 0.3298 1.7031
O 3.2476 1.4816 1.0948
C 3.5672 2.6846 1.7758
H -1.7287 -2.8330 2.8510
H -1.6553 -1.1762 3.4931
H -0.2598 -2.2535 3.6778
H 0.0926 -2.2034 0.0225
H -0.0594 -3.3988 1.3168
H 2.2430 -3.1202 1.1959
H 1.8393 -1.9466 2.4757
H 3.9998 -0.5787 -0.2063
H 4.1454 -1.7151 1.1455
H 4.8894 0.4674 1.8615
H 3.3395 0.1510 2.6763
H 4.6158 2.9525 1.6247
H 3.3711 2.5952 2.8500
H 2.9369 3.4705 1.3648
O -0.7524 0.4241 -1.3114
As -1.2002 -0.3463 -2.7189
C 0.1425 -1.5979 -3.2659
C -0.0886 -2.5579 -4.2480
C 0.9317 -3.4222 -4.6151
C 2.1769 -3.3288 -4.0027
C 2.4027 -2.3754 -3.0198
C 1.3844 -1.5057 -2.6483
C -2.8453 -1.2770 -2.4781
C -3.2638 -1.4977 -1.1709
C -4.4404 -2.2011 -0.9451
C -5.1852 -2.6734 -2.0171
C -4.7648 -2.4435 -3.3219
C -3.5922 -1.7417 -3.5564
C -1.4498 0.8568 -4.1816
C -0.4872 0.9742 -5.1773
C -0.6708 1.8936 -6.2020
C -1.8101 2.6844 -6.2279
C -2.7731 2.5639 -5.2331
C -2.5963 1.6496 -4.2065
H -1.0557 -2.6439 -4.7282
H 0.7562 -4.1697 -5.3783
H 2.9713 -4.0046 -4.2942
H 3.3724 -2.3057 -2.5426
H 1.5480 -0.7709 -1.8725
H -2.6680 -1.1245 -0.3475
H -4.7774 -2.3775 0.0683
H -6.1031 -3.2181 -1.8377
H -5.3550 -2.8026 -4.1548
H -3.2837 -1.5388 -4.5757
H 0.3981 0.3515 -5.1611
H 0.0742 1.9899 -6.9808
H -1.9526 3.3963 -7.0306
H -3.6622 3.1803 -5.2608
H -3.3493 1.5519 -3.4349

=====

A structure of composition H14O7 in a non-equilibrium geometry, computed with ωB97M-V with the def2-TZVPD basis set.

Properties
ΔE to the lowest compared entry with this formula, charge and spin, kJ/mol: 1161.82
Highest occupied orbital energy, eV: -9.2
Calculated total energy, eV: -14549.420
Strongest force on any atom, eV Å⁻¹: 10.18
Kohn-Sham gap, eV: 8.5
Spin multiplicity: 1
E_LUMO, Eh: -0.02591
Total charge: 0

Cartesian coordinates (Å):
O -19.6888 17.0324 10.5016
H -19.5043 16.1027 10.3681
H -18.8662 17.3957 10.8295
O -18.8196 15.1683 11.1692
H -18.8744 15.5680 12.0372
H -18.9519 14.2334 11.3268
O -17.2354 14.7520 9.9891
H -18.0316 14.9243 10.4918
H -16.8359 15.6136 9.8697
O -21.5694 17.4432 10.6772
H -21.3167 16.5891 10.3267
H -20.7427 17.9149 10.7792
O -19.3336 18.2089 8.7237
H -18.5212 17.7792 8.4560
H -19.5524 17.8065 9.5642
O -19.3231 17.5394 12.8621
H -18.7580 17.4476 12.0950
H -18.7905 18.0189 13.4966
O -17.7999 17.8115 11.0532
H -17.9935 18.7032 10.7640
H -17.4291 17.9185 11.9291

=====

A structure of composition C20H20F5N2NiOS2, computed with ωB97M-V with the def2-TZVPD basis set.

Properties
Highest occupied orbital energy (spin up / spin down), eV: -3.6 / -3.7
Calculated total energy, eV: -102395.206
Strongest force on any atom, eV Å⁻¹: 0.77
Kohn-Sham gap (spin up / spin down), eV: 6.1 / 6.2
Spin multiplicity: 3
E_LUMO (spin up / spin down), Eh: 0.09328 / 0.09260
Total charge: -1

Cartesian coordinates (Å):
Ni -2.0491 0.4261 0.1278
C -4.3091 -3.4809 1.3131
C -3.2890 -2.3897 1.0321
S -3.9364 -0.8921 0.3853
C -1.9849 -2.5688 1.2687
C -1.4126 -3.8586 1.8008
S -0.7917 -1.3151 0.9540
H -5.3131 -3.1072 1.1165
H -4.2725 -3.8089 2.3557
H -4.1516 -4.3608 0.6816
H -2.1889 -4.5869 2.0321
H -0.8267 -3.6810 2.7088
H -0.7327 -4.3084 1.0683
C 4.5521 -2.4289 -2.3221
C 4.8738 -1.4724 -1.1819
N 3.6802 -0.7951 -0.6860
C 2.9784 -1.4292 0.4369
C 3.4865 -0.9578 1.7914
C 3.3719 0.4090 -1.2223
O 4.0561 0.9413 -2.0895
C 2.1779 1.1547 -0.6799
C 2.3818 2.3972 -0.0978
C 1.2887 3.1298 0.3239
C 0.0223 2.5977 0.1450
N -0.1862 1.4092 -0.4183
C 0.8747 0.7080 -0.8303
H 5.4585 -2.9250 -2.6756
H 4.1150 -1.8744 -3.1530
H 3.8415 -3.1937 -2.0039
H 5.5775 -0.7170 -1.5209
H 5.3187 -2.0083 -0.3419
H 3.1271 -2.5047 0.3325
H 1.9086 -1.2748 0.3707
H 4.5671 -1.0992 1.8829
H 2.9884 -1.5140 2.5869
H 3.2644 0.1027 1.9321
H 3.3896 2.7811 0.0055
H 1.4053 4.1052 0.7763
H -0.8657 3.1357 0.4549
H 0.6571 -0.2433 -1.3018
F -2.5686 2.0379 -2.6266
C -3.1762 2.6764 -1.5900
C -3.1008 2.1491 -0.3242
C -3.7401 2.8922 0.6419
F -3.6908 2.5085 1.9428
C -4.4226 4.0704 0.3902
F -5.0238 4.7647 1.3736
C -4.4746 4.5497 -0.9042
F -5.1314 5.6880 -1.1825
C -3.8402 3.8466 -1.9096
F -3.8842 4.3148 -3.1702